Entry from the Open Molecules 2025 dataset: C29H34IrN4P2S2 as an isolated structure in a non-equilibrium geometry (ωB97M-V with the def2-TZVPD basis set).

HOMO energy (alpha / beta) (eV): -18.38 / -18.92
Net charge: +4
Lowest unoccupied orbital energy (alpha / beta) (eV): -10.42 / -13.63
HOMO-LUMO gap (alpha / beta) (eV): 7.96 / 5.29
Spin multiplicity: 6

Geometry (Å):
Ir  -0.365  0.980  -0.518
N  0.154  1.135  -2.861
N  1.394  0.573  -3.232
C  2.244  0.024  -2.357
N  3.398  -0.454  -2.768
S  1.855  -0.064  -0.685
H  -0.592  0.684  -3.400
H  0.140  2.127  -3.116
H  1.649  0.609  -4.217
H  3.691  -0.442  -3.739
H  4.058  -0.861  -2.118
C  -7.241  -1.620  5.896
S  -5.517  -1.952  5.623
C  -4.877  -0.449  4.793
C  -3.662  -0.791  3.919
C  -3.114  0.460  3.208
N  -1.999  0.214  2.290
P  -0.352  0.291  2.743
C  -0.112  0.344  4.531
C  -0.134  -0.865  5.237
C  0.228  -0.902  6.569
C  0.642  0.267  7.202
C  0.658  1.469  6.503
C  0.318  1.516  5.164
C  0.284  1.838  1.998
C  -0.497  2.623  1.097
C  0.127  3.707  0.446
C  1.462  4.008  0.690
C  2.190  3.274  1.621
C  1.620  2.163  2.231
P  -2.174  -0.212  0.607
C  -2.048  -2.022  0.511
C  -1.369  -2.777  1.463
C  -1.261  -4.149  1.311
C  -1.804  -4.768  0.192
C  -2.459  -4.016  -0.773
C  -2.570  -2.644  -0.630
C  -3.881  0.250  0.193
C  -4.947  -0.645  0.322
C  -6.224  -0.242  -0.032
C  -6.452  1.040  -0.516
C  -5.393  1.928  -0.658
C  -4.112  1.529  -0.323
H  -7.395  -1.325  6.941
H  -7.777  -2.564  5.762
H  -7.642  -0.851  5.242
H  -4.601  0.248  5.590
H  -5.681  -0.006  4.205
H  -3.956  -1.523  3.165
H  -2.874  -1.230  4.532
H  -2.779  1.191  3.950
H  -3.921  0.906  2.617
H  -0.396  -1.780  4.725
H  0.238  -1.841  7.101
H  0.973  0.233  8.230
H  0.947  2.382  7.004
H  0.346  2.452  4.627
H  -1.583  2.628  1.189
H  -0.462  4.371  -0.171
H  1.920  4.852  0.195
H  3.199  3.571  1.867
H  2.212  1.567  2.914
H  -0.933  -2.292  2.329
H  -0.761  -4.740  2.062
H  -1.706  -5.836  0.073
H  -2.880  -4.500  -1.640
H  -3.072  -2.056  -1.388
H  -4.782  -1.650  0.682
H  -7.045  -0.940  0.054
H  -7.450  1.341  -0.798
H  -5.567  2.919  -1.050
H  -3.278  2.204  -0.478

---

Entry from the Open Molecules 2025 dataset: a 2-piece molecular cluster, C6H13FN3 overall in a non-equilibrium geometry (ωB97M-V with the def2-TZVPD basis set).

HOMO energy (alpha / beta) (eV): -13.25 / -13.25
Net charge: +1
Lowest unoccupied orbital energy (alpha / beta) (eV): -4.19 / -4.19
HOMO-LUMO gap (alpha / beta) (eV): 9.06 / 9.06

Geometry (Å):
C  0.880  -2.181  0.630
C  1.214  -2.077  -1.724
C  0.664  1.956  1.779
C  -1.741  1.433  -0.127
C  0.155  0.582  1.364
C  -0.487  0.564  -0.025
N  1.306  -2.352  -0.460
N  -0.877  -0.762  -0.400
N  -0.610  -1.111  -1.610
F  0.446  1.037  -0.958
H  0.969  -2.469  1.646
H  1.909  -1.335  -2.102
H  1.004  -2.907  -2.386
H  1.271  2.399  0.994
H  1.277  1.860  2.672
H  -0.157  2.627  2.015
H  -1.540  2.407  0.306
H  -2.559  0.954  0.400
H  -2.014  1.563  -1.174
H  0.995  -0.120  1.337
H  -0.580  0.210  2.077
H  -0.344  -0.394  -2.299
H  -1.180  -1.883  -1.955

---

Entry from the Open Molecules 2025 dataset: CBrN3O2 as an isolated structure in a non-equilibrium geometry (ωB97M-V with the def2-TZVPD basis set).

HOMO energy (eV): -11.23
Lowest unoccupied orbital energy (eV): -1.14
HOMO-LUMO gap (eV): 10.09

Geometry (Å):
C  1.726  0.592  0.025
N  2.318  1.389  -0.551
N  -1.131  0.326  0.442
N  -0.414  -0.561  0.074
O  0.932  -0.286  0.572
O  -0.544  -1.585  -0.483
Br  -2.887  0.127  -0.078

---

Entry from the Open Molecules 2025 dataset: one molecule with the formula C2H2N2O3 in a non-equilibrium geometry (ωB97M-V with the def2-TZVPD basis set).

HOMO energy (eV): -10.65
SMILES: Oc1nonc1O
Lowest unoccupied orbital energy (eV): 0.02
HOMO-LUMO gap (eV): 10.68

Geometry (Å):
C  0.188  0.735  -0.028
C  0.299  -0.695  -0.055
H  1.825  1.304  0.492
H  2.139  -1.162  -0.500
N  -1.089  1.011  0.087
N  -0.876  -1.199  -0.051
O  1.153  1.696  -0.078
O  -1.741  -0.138  -0.004
O  1.447  -1.441  0.114

---

Entry from the Open Molecules 2025 dataset: C13H29ClIN2OP2Tl as an isolated structure in a non-equilibrium geometry (ωB97M-V with the def2-TZVPD basis set).

HOMO energy (alpha / beta) (eV): -13.69 / -13.71
Net charge: +2
Lowest unoccupied orbital energy (alpha / beta) (eV): -8.95 / -10.10
HOMO-LUMO gap (alpha / beta) (eV): 4.74 / 3.62

Geometry (Å):
C  0.270  0.706  -2.358
C  0.755  0.809  -0.934
H  0.194  1.726  -2.779
H  -0.743  0.307  -2.480
H  0.940  0.163  -3.029
O  0.348  1.684  -0.163
I  0.286  -0.849  1.523
Tl  -1.210  -3.659  -2.349
P  2.383  -0.109  -0.221
C  3.184  0.971  0.973
C  3.281  -1.697  -0.003
H  4.351  -1.476  0.031
H  4.439  0.245  -1.398
H  3.100  -2.343  -0.856
H  3.115  -0.085  -2.560
H  2.772  0.900  1.979
H  3.019  -2.219  0.919
C  3.394  0.473  -1.652
H  4.245  0.684  1.033
H  3.270  1.561  -1.773
H  3.140  2.009  0.636
P  -2.395  -0.414  -0.368
C  -2.773  0.785  0.983
C  -3.473  0.346  -1.646
H  -3.368  -2.634  -0.451
H  -4.556  -1.402  0.063
H  -3.312  -1.996  1.222
C  -3.528  -1.753  0.177
H  -3.355  -0.201  -2.594
H  -4.515  0.266  -1.311
H  -3.787  1.174  0.841
H  -2.063  1.621  1.023
H  -3.199  1.402  -1.788
H  -2.705  0.294  1.958
Cl  0.369  -4.323  -4.200
C  1.511  5.234  2.998
C  0.779  3.982  3.238
C  0.343  3.294  4.379
C  -0.517  2.250  3.918
N  -0.607  2.309  2.587
N  0.203  3.325  2.203
C  -1.252  1.193  4.644
H  0.830  6.078  3.141
H  2.361  5.350  3.674
H  1.876  5.293  1.973
H  0.587  3.502  5.403
H  0.341  3.435  1.204
H  -1.058  0.248  4.118
H  -2.328  1.406  4.583
H  -0.953  1.092  5.684

---

Entry from the Open Molecules 2025 dataset: C16H17N5O3S as an isolated structure in a non-equilibrium geometry (ωB97M-V with the def2-TZVPD basis set).

HOMO energy (eV): -8.79
Lowest unoccupied orbital energy (eV): -1.27
HOMO-LUMO gap (eV): 7.52

Geometry (Å):
C  -3.201  -2.416  -0.638
H  -2.933  -1.658  -1.490
H  -2.932  -3.313  -1.193
H  -4.221  -2.374  -0.386
O  -2.410  -2.393  0.253
C  -1.143  -2.272  0.298
C  -0.434  -2.105  1.578
C  1.006  -1.857  1.231
C  1.649  -1.943  0.044
C  1.000  -2.256  -1.016
C  -0.477  -2.127  -0.944
H  -1.062  -2.420  -1.980
H  1.490  -2.487  -2.069
C  3.215  -1.671  0.113
N  3.611  -0.511  0.512
S  3.250  0.850  -0.114
O  3.907  1.801  0.571
O  3.731  0.595  -1.497
C  1.637  1.172  -0.326
C  0.844  1.397  1.032
C  -0.561  1.411  0.872
C  -1.328  1.286  -0.077
C  -0.541  1.055  -1.369
C  0.781  0.926  -1.268
H  1.393  0.843  -2.586
H  -1.007  0.792  -2.345
N  -2.601  1.006  -0.257
C  -3.417  1.627  -1.320
N  -4.758  1.238  -0.774
N  -4.559  0.842  0.453
N  -3.385  0.942  0.722
H  -3.189  1.784  -2.382
C  -1.181  1.738  2.271
H  -1.747  0.675  2.577
H  -2.001  2.404  2.132
H  -0.456  2.220  3.042
H  1.482  1.535  1.634
H  3.409  -0.346  1.882
H  3.703  -2.514  0.625
H  3.417  -1.616  -0.866
H  1.664  -1.800  2.428
H  -1.013  -1.825  2.586